The following is a quantum chemistry calculation of a cluster of 4 separate species, C6H21NO3 in total at a distorted geometry, from the OMol25 dataset.

Each line ends with the natural charge from an NBO analysis.
Element x y z (Å)
C1 -0.07487 1.14664 1.36058  -0.42
C2 0.38221 1.73126 0.04144  -0.24
C3 -0.84340 2.38561 -0.66354  -0.61
C4 1.08777 0.69974 -0.79072  -0.60
C5 -0.69176 -0.18231 1.27768  -0.23
N1 0.26795 -1.28706 1.25365  -0.67
C6 -0.46882 -2.60182 1.18063  -0.42
H1 -0.68441 1.90936 1.92061  0.21
H2 0.81362 1.05805 2.12162  0.21
H3 1.15211 2.52922 0.18309  0.21
H4 -1.53242 1.69309 -1.13496  0.20
H5 -0.41884 3.10561 -1.53390  0.21
H6 -1.39716 2.95628 -0.00206  0.20
H7 1.25559 1.10572 -1.93911  0.20
H8 0.52890 -0.16423 -1.05449  0.20
H9 2.02791 0.35445 -0.33738  0.23
H10 -1.42531 -0.28848 2.14519  0.17
H11 -1.38691 -0.38163 0.37488  0.19
H12 1.17568 -1.27808 1.87441  0.38
H13 0.11409 -3.44105 0.76324  0.20
H14 -1.37895 -2.39822 0.43613  0.19
H15 -0.98966 -2.83157 2.10806  0.18
H16 1.60263 -2.09977 -2.38129  0.48
H17 0.74419 -1.07944 -3.19281  0.46
O1 1.61180 -1.52658 -3.15083  -0.95
H18 -3.57027 2.12754 -0.73022  0.47
H19 -3.10367 1.40389 0.54402  0.46
O2 -3.88845 1.55065 0.04408  -0.93
H20 3.76765 -1.76991 -0.37601  0.48
H21 2.46549 -2.48294 0.19381  0.48
O3 2.85733 -1.94402 -0.53580  -0.95

## Properties
* SMILES: CNCCC(C)C.O.O.O
* net charge: 0
* energy relative to the best compared isomer or geometry (same formula, charge and spin): 2.052 eV
* DFT total energy: -521.59080 a.u.
* HOMO level: -8.67 eV
* HOMO-LUMO gap: 9.116 eV



The following is a quantum chemistry calculation of a cluster of 8 separate species, C63H140N8O3 in total at a distorted geometry, from the OMol25 dataset.

Each line ends with the Mulliken charge.
Element x y z (Å)
N1 0.48322 0.55573 0.38634  0.72
O1 -0.11632 1.34549 1.12664  -0.73
O2 1.00372 1.02972 -0.56770  -0.59
O3 0.58082 -0.61537 0.62325  -0.25
C1 0.09039 -3.51671 -1.32033  0.14
C2 -1.27207 -3.18124 -0.81279  -0.14
C3 -2.38885 -3.01063 -1.81734  0.04
C4 -3.01906 -4.38182 -2.29450  -1.08
N2 -4.08955 -4.13179 -3.43062  0.06
C5 -5.01226 -3.01476 -3.13880  -0.79
C6 -6.29195 -3.48752 -3.92470  -0.35
C7 -6.11420 -4.91887 -4.50623  -0.90
C8 -5.00390 -5.37719 -3.55735  -0.44
C9 -3.33342 -3.80090 -4.72817  -0.82
H1 0.54075 -2.81836 -2.02573  -0.51
H2 0.12481 -4.54855 -1.66994  0.61
H3 0.79157 -3.47352 -0.48691  -0.44
H4 -1.17353 -2.21655 -0.31503  -0.11
H5 -1.64455 -3.88732 -0.07062  0.33
H6 -2.22246 -2.23177 -2.56152  0.26
H7 -3.15426 -2.57023 -1.17836  0.25
H8 -3.75726 -4.63463 -1.53341  0.45
H9 -2.33663 -5.19489 -2.54208  0.37
H10 -4.51346 -2.06039 -3.30754  0.37
H11 -5.23704 -3.05963 -2.07318  0.34
H12 -6.66371 -2.70073 -4.58110  0.21
H13 -7.10817 -3.69136 -3.23163  0.41
H14 -5.88785 -4.96432 -5.57149  0.36
H15 -7.04930 -5.47895 -4.50461  0.41
H16 -4.48175 -6.20317 -4.04027  0.43
H17 -5.26415 -5.65769 -2.53672  0.43
H18 -2.63757 -4.62994 -4.85695  0.43
H19 -2.71296 -2.90674 -4.78834  0.20
H20 -3.96998 -3.81406 -5.61288  0.41
C10 -3.73019 3.67626 2.97577  -0.77
C11 -2.60096 4.35584 3.81244  -0.85
C12 -1.54447 3.36914 4.43319  0.70
C13 -0.29957 4.05195 4.98061  -0.98
N3 0.90280 3.12909 5.42069  0.27
C14 1.16805 1.85458 4.44730  -1.16
C15 0.23221 0.68761 4.90129  0.51
C16 -0.13382 0.97405 6.34740  -0.53
C17 0.52653 2.38047 6.69077  -0.80
C18 2.20039 4.06395 5.51460  -0.91
H21 -4.51218 4.34502 2.61613  0.52
H22 -4.30147 2.83833 3.37529  0.21
H23 -3.26899 3.21821 2.10079  -0.13
H24 -3.01845 4.98066 4.60200  0.49
H25 -2.20465 5.05174 3.07301  0.40
H26 -1.20996 2.62404 3.71136  -0.45
H27 -1.86197 2.64207 5.18062  0.21
H28 -0.67874 4.79733 5.67971  0.33
H29 0.11374 4.52976 4.09236  0.42
H30 2.21774 1.56609 4.50227  0.38
H31 1.13775 2.12354 3.39144  0.42
H32 0.72375 -0.27820 4.78425  0.57
H33 -0.76380 0.69681 4.45860  -0.11
H34 0.27439 0.19321 6.98907  0.50
H35 -1.20334 0.86388 6.52658  -0.13
H36 1.42111 2.24307 7.29820  0.31
H37 -0.09282 3.06275 7.27300  0.49
H38 2.53476 4.38996 4.52971  0.35
H39 2.95680 3.35654 5.85449  0.43
H40 1.99096 4.89403 6.18929  0.35
C19 7.55926 -5.50825 -0.82387  -1.08
C20 6.75380 -5.76342 0.38673  -0.85
C21 5.41067 -4.99104 0.52537  -0.17
C22 5.63979 -3.62400 1.09981  -0.76
N4 4.34174 -2.72266 1.05204  0.90
C23 3.25121 -2.99081 2.05693  -1.09
C24 2.85323 -1.68770 2.93906  0.26
C25 3.67319 -0.61955 2.15032  0.00
C26 4.87371 -1.29611 1.47438  -1.08
C27 3.70771 -2.57092 -0.28559  -1.78
H41 8.04956 -4.55672 -0.61822  0.30
H42 6.87859 -5.40031 -1.66835  0.26
H43 8.32813 -6.27872 -0.88140  0.38
H44 7.32649 -5.54789 1.28876  0.41
H45 6.54666 -6.82392 0.52999  0.44
H46 4.75547 -5.56374 1.18173  0.38
H47 4.94966 -4.86697 -0.45452  0.17
H48 6.38262 -3.06168 0.53405  0.31
H49 5.76367 -3.72283 2.17823  0.37
H50 2.45333 -3.57705 1.60108  0.43
H51 3.74944 -3.64448 2.77288  0.46
H52 1.79370 -1.48827 2.77866  -0.55
H53 3.03694 -1.89508 3.99326  0.52
H54 2.93588 -0.17409 1.48246  -0.69
H55 3.84619 0.33341 2.65037  1.00
H56 5.11479 -0.81950 0.52421  0.30
H57 5.78870 -1.32334 2.06612  0.47
H58 4.51865 -2.45673 -1.00492  0.48
H59 3.04993 -1.70197 -0.30410  0.40
H60 3.04055 -3.32393 -0.70509  0.60
C28 3.63679 2.95953 1.03405  -1.49
C29 4.36412 2.32065 -0.16803  2.32
C30 5.65103 3.05109 -0.63714  -0.58
C31 6.49371 2.50265 -1.84390  -1.31
N5 7.83026 3.27791 -2.14291  0.37
C32 8.73881 2.54411 -3.20791  -0.69
C33 10.15449 3.04965 -2.93765  -0.49
C34 10.22774 2.85308 -1.44328  -0.85
C35 8.86018 3.26477 -0.95367  -0.32
C36 7.41491 4.71095 -2.61620  -0.86
H61 2.72769 2.46369 1.37432  0.22
H62 3.67316 4.04374 0.92790  0.54
H63 4.15780 2.79643 1.97747  0.42
H64 3.66275 2.10471 -0.97398  -0.83
H65 4.66574 1.30301 0.08001  -0.81
H66 6.35267 3.20568 0.18256  0.41
H67 5.31610 4.02360 -0.99789  0.40
H68 5.82426 2.62987 -2.69463  0.48
H69 6.76119 1.45302 -1.72205  0.42
H70 8.49383 2.66396 -4.26324  0.39
H71 8.63943 1.47401 -3.02595  0.36
H72 10.25026 4.12138 -3.11179  0.23
H73 10.95370 2.78357 -3.62944  0.44
H74 11.05632 3.43222 -1.03565  0.38
H75 10.42465 1.80862 -1.20159  0.34
H76 8.69657 4.24578 -0.50762  0.34
H77 8.36735 2.49902 -0.35463  0.30
H78 7.25747 5.38738 -1.77611  0.39
H79 6.53194 4.77961 -3.25161  0.30
H80 8.26848 5.11625 -3.15957  0.38
C37 -1.23966 -2.75251 2.78574  -0.64
C38 -1.61732 -2.58475 4.27302  -0.56
C39 -3.06976 -2.36976 4.75139  -0.13
C40 -3.16363 -2.55669 6.22062  -1.16
N6 -4.34518 -1.80027 6.92418  0.24
C41 -5.65151 -2.10464 6.27357  -0.46
C42 -6.50038 -0.85095 6.56594  -0.80
C43 -5.56616 0.39399 6.57621  -0.52
C44 -4.17635 -0.28104 6.90249  0.16
C45 -4.52339 -2.39248 8.40414  -0.99
H81 -0.18428 -2.97625 2.94134  0.08
H82 -1.38684 -1.80610 2.26541  -0.03
H83 -1.87361 -3.48265 2.28264  0.43
H84 -1.05646 -1.72826 4.64712  -0.21
H85 -1.20291 -3.41666 4.84247  0.52
H86 -3.61425 -3.10487 4.15872  0.39
H87 -3.38086 -1.37467 4.43342  0.35
H88 -2.31761 -2.01471 6.64325  0.44
H89 -3.07838 -3.57904 6.58891  0.48
H90 -6.00264 -3.07431 6.62650  0.44
H91 -5.55889 -2.18892 5.19079  0.31
H92 -7.10340 -0.83770 7.47385  0.28
H93 -7.23216 -0.83904 5.75820  0.47
H94 -5.83294 1.12306 7.34132  0.40
H95 -5.62091 0.84996 5.58768  0.08
H96 -3.88929 -0.19877 7.95079  0.51
H97 -3.48589 0.05829 6.13034  -0.36
H98 -4.78260 -3.44665 8.30600  0.41
H99 -5.20344 -1.66563 8.84835  0.45
H100 -3.57156 -2.48871 8.92648  0.37
C46 0.93154 5.04946 -6.82828  -1.21
C47 0.82252 3.63253 -7.46649  -0.90
C48 0.39281 2.54296 -6.55823  -0.20
C49 1.60199 2.22723 -5.57663  -0.84
N7 1.28415 1.05595 -4.54321  0.43
C50 2.41847 0.78197 -3.60023  -1.43
C51 2.40402 -0.75523 -3.29189  1.12
C52 1.54320 -1.46009 -4.37392  -0.72
C53 1.18883 -0.30021 -5.34715  -0.64
C54 0.01834 1.47771 -3.68426  -1.37
H101 0.10965 5.24344 -6.13910  0.32
H102 1.06754 5.76712 -7.63734  0.39
H103 1.72814 5.16131 -6.09274  0.32
H104 1.54696 3.23962 -8.17986  0.45
H105 0.04926 3.69905 -8.23184  0.43
H106 0.01892 1.71440 -7.15974  0.35
H107 -0.37037 2.99474 -5.92455  0.22
H108 1.71127 3.13931 -4.98987  0.38
H109 2.52436 1.97162 -6.09816  0.48
H110 2.31894 1.45494 -2.74858  0.64
H111 3.29127 0.96883 -4.22585  0.58
H112 2.00514 -1.04270 -2.31908  -1.28
H113 3.41714 -1.15616 -3.32234  0.68
H114 0.72442 -2.03472 -3.94092  -0.01
H115 2.13638 -2.28386 -4.77097  0.49
H116 0.12683 -0.36103 -5.58494  0.40
H117 1.87476 -0.26412 -6.19349  0.43
H118 -0.78766 1.45034 -4.41754  0.59
H119 0.23514 2.52780 -3.48826  0.40
H120 -0.14496 0.77389 -2.86812  0.24
C55 -8.75253 -0.31039 -4.33681  -1.39
C56 -8.18718 0.22382 -3.04512  -0.61
C57 -6.78558 0.69641 -3.15275  -0.23
C58 -6.24699 1.12196 -1.78457  -0.88
N8 -4.84321 1.98522 -1.91691  0.71
C59 -4.43116 2.26353 -0.45260  -0.72
C60 -3.34991 1.21599 -0.16421  -0.13
C61 -2.58961 1.01106 -1.46034  0.75
C62 -3.67167 1.27695 -2.53984  0.19
C63 -5.16679 3.26253 -2.72803  -1.27
H121 -8.88779 0.62644 -4.87732  0.41
H122 -9.72064 -0.76522 -4.12703  0.37
H123 -8.02102 -0.93764 -4.84627  0.33
H124 -8.16477 -0.57508 -2.30393  0.41
H125 -8.86488 1.03361 -2.77482  0.37
H126 -6.79448 1.61340 -3.74195  0.15
H127 -6.08131 0.02106 -3.63856  0.33
H128 -5.81704 0.32391 -1.17930  0.51
H129 -7.01192 1.68278 -1.24748  0.39
H130 -4.11718 3.29752 -0.30986  0.34
H131 -5.23769 2.06181 0.25232  0.27
H132 -2.61596 1.44262 0.60913  -0.01
H133 -3.74339 0.21951 0.03653  0.26
H134 -1.84993 1.79681 -1.61391  0.00
H135 -2.04572 0.07663 -1.59858  -0.18
H136 -3.36094 1.86790 -3.40142  0.42
H137 -4.13840 0.32009 -2.77364  -0.91
H138 -5.75747 3.89689 -2.06713  0.33
H139 -5.44160 3.08844 -3.76835  0.41
H140 -4.22183 3.80022 -2.80564  0.56

## Properties
* net charge: +6
* energy relative to the best compared isomer or geometry (same formula, charge and spin): 7.731 eV
* DFT total energy: -3145.61635 a.u.
* HOMO level: -19.36 eV
* HOMO-LUMO gap: 8.997 eV



The following is a quantum chemistry calculation of an isolated molecule of C2H4ClN2P at a distorted geometry, from the OMol25 dataset.

Each line ends with the natural charge from an NBO analysis.
Element x y z (Å)
C1 -0.34592 0.76465 0.59601  -0.27
C2 -0.51459 -0.34610 -0.51840  -0.30
N1 0.55169 0.25105 1.53988  -0.85
N2 0.52016 -1.18120 -0.82313  -0.59
P1 1.51273 -0.91695 1.38761  1.11
Cl1 1.67369 -0.49948 -1.90373  0.02
H1 -0.06022 1.83692 0.20681  0.23
H2 -1.33571 1.00231 1.09821  0.22
H3 -1.16641 -0.99853 -0.10803  0.20
H4 -0.83541 0.08732 -1.47524  0.22

## Properties
* net charge: 0
* energy relative to the best compared isomer or geometry (same formula, charge and spin): 3.697 eV
* DFT total energy: -989.54167 a.u.
* HOMO level (spin up / spin down): -8.41 / -8.41 eV
* HOMO-LUMO gap (spin up / spin down): 7.608 / 7.608 eV



Question: Among the records above, which one has the lowest DFT total energy?
Answer: C63H140N8O3